*A*
# CH4NOS

The ion CH4NOS with charge -1 (the ωB97M-V functional and the def2-TZVPD basis, the Open Molecules 2025 dataset).

HOMO-LUMO gap (alpha / beta) = 6.224 / 6.224 eV
net charge = -1
2S+1 = 1

Last column: natural (NBO) charge in e.
Geometry (Å):
C (-0.292, 0.612, 0.194)  -0.458
N (1.195, 0.485, 0.290)  -0.157
O (1.807, 1.299, -0.632)  -0.728
S (1.520, -1.393, -0.212)  -0.236
H (-0.751, 0.756, -0.835)  0.145
H (-0.630, -0.336, 0.443)  0.186
H (-0.605, 1.391, 0.757)  0.177
H (0.345, -1.449, -0.998)  0.072

***

*B*
# CH4NOS

A cluster of 2 separate species, CH4NOS in total (the ωB97M-V functional and the def2-TZVPD basis, the Open Molecules 2025 dataset).

HOMO-LUMO gap = 7.550 eV
net charge = -1
2S+1 = 1

Last column: natural (NBO) charge in e.
Geometry (Å):
S (0.681, -2.338, -0.461)  -0.968
H (0.682, -2.729, -1.770)  0.099
C (-0.633, 1.249, 0.141)  0.516
N (0.318, 0.442, 0.659)  -0.877
O (-1.021, 2.311, 0.612)  -0.690
H (-1.050, 0.789, -0.773)  0.099
H (0.550, 0.656, 1.616)  0.387
H (0.473, -0.380, -0.026)  0.434

***

Stability summary - winner: *B*; margin: 0.1541 hartree.

***

*A*
# C2H3O2S2

A structure of composition C2H3O2S2 (the ωB97M-V functional and the def2-TZVPD basis, the Open Molecules 2025 dataset).

HOMO-LUMO gap = 6.616 eV
net charge = -1
2S+1 = 1

Last column: natural (NBO) charge in e.
Geometry (Å):
C (-0.756, -0.073, -0.310)  0.755
C (0.423, 0.753, -0.798)  -0.528
O (-1.805, -0.099, -0.934)  -0.665
O (-0.723, -0.852, 0.913)  -0.748
S (1.988, -0.134, -0.193)  -0.165
S (-0.063, 2.178, 0.113)  -0.493
H (0.534, 0.851, -1.869)  0.218
H (-1.666, -1.017, 1.050)  0.482
H (1.398, -0.576, 0.911)  0.144

***

*B*
# C2H3O2S2

A cluster of 2 separate species, C2H3O2S2 in total (the ωB97M-V functional and the def2-TZVPD basis, the Open Molecules 2025 dataset).

HOMO-LUMO gap = 6.959 eV
net charge = -1
2S+1 = 1

Last column: natural (NBO) charge in e.
Geometry (Å):
C (-1.649, -0.929, 0.117)  -0.292
C (-1.548, 0.228, -0.209)  -0.229
O (1.353, 1.327, -1.528)  -1.012
O (2.203, 1.751, 0.672)  -1.015
S (1.558, -1.176, 0.323)  -0.473
S (1.198, 0.977, -0.125)  1.479
H (-2.063, -1.862, 0.534)  0.228
H (0.595, -1.350, 1.068)  0.091
H (-1.648, 1.034, -0.850)  0.223

***

Stability summary - winner: *A*; margin: 0.1060 hartree.

***

*A*
# C7H11N3O

The molecule C7H11N3O (the ωB97M-V functional and the def2-TZVPD basis, the Open Molecules 2025 dataset).

HOMO-LUMO gap = 10.206 eV
2S+1 = 1

Last column: natural (NBO) charge in e.
Geometry (Å):
C (0.778, 0.070, -1.893)  -0.611
C (0.703, 0.438, -0.341)  -0.247
C (2.209, 0.271, 0.080)  -0.611
C (-0.253, -0.421, 0.443)  0.336
C (-0.359, -0.204, 1.981)  -0.651
O (-0.126, -1.774, 0.211)  -0.713
C (-1.895, 0.021, -0.127)  -0.085
C (-2.228, 1.351, 0.079)  0.216
N (-2.521, 2.464, 0.229)  -0.275
N (-2.496, -1.041, -0.950)  -0.028
N (-2.901, -1.044, 0.173)  0.023
H (1.496, 0.723, -2.239)  0.216
H (-0.149, 0.464, -2.271)  0.207
H (0.910, -0.922, -2.141)  0.201
H (0.421, 1.575, -0.252)  0.228
H (2.415, -0.773, 0.176)  0.211
H (2.505, 0.792, 1.033)  0.207
H (2.892, 0.576, -0.635)  0.208
H (-1.377, -0.071, 2.265)  0.222
H (0.190, 0.575, 2.458)  0.227
H (0.076, -1.055, 2.437)  0.235
H (-0.292, -2.015, -0.718)  0.483

***

*B*
# C7H11N3O

A structure of composition C7H11N3O (the ωB97M-V functional and the def2-TZVPD basis, the Open Molecules 2025 dataset).

HOMO-LUMO gap = 9.962 eV
2S+1 = 1

Last column: natural (NBO) charge in e.
Geometry (Å):
C (-2.846, -0.629, 1.059)  -0.297
C (-1.681, -0.424, -0.903)  -0.121
C (-0.293, -0.354, -0.323)  -0.219
C (0.525, -1.451, -0.330)  0.087
C (2.202, -0.031, 0.153)  0.443
C (3.811, 0.153, 0.193)  -0.649
C (0.130, 0.935, -0.084)  0.415
H (-1.788, -0.009, 1.682)  0.162
H (-4.035, -0.278, 1.396)  0.243
H (-2.264, -1.873, 0.804)  0.193
H (-2.069, -1.440, -1.429)  0.213
H (-1.652, 0.425, -1.592)  0.224
H (0.474, -2.460, -0.527)  0.218
H (4.330, -0.689, -0.245)  0.226
H (4.196, 0.266, 1.293)  0.234
H (3.786, 1.161, -0.589)  0.231
H (-1.904, 1.907, -0.091)  0.435
H (-0.517, 2.829, -0.109)  0.384
N (1.817, -1.252, -0.139)  -0.498
N (1.419, 1.132, 0.265)  -0.497
N (-0.814, 1.953, -0.363)  -0.831
O (-2.828, 0.127, -0.121)  -0.597

***

Stability summary - winner: *A*; margin: 0.0539 hartree.

***

*A*
# C24H53F2NO16

A cluster of 7 separate species, C24H53F2NO16 in total (the ωB97M-V functional and the def2-TZVPD basis, the Open Molecules 2025 dataset).

HOMO-LUMO gap = 8.110 eV
2S+1 = 1

Last column: Löwdin charge in e.
Geometry (Å):
N (-0.312, -1.581, -0.424)  0.257
H (-0.967, -1.103, 0.142)  0.049
H (0.046, -0.873, -1.281)  0.172
H (-0.612, -2.464, -1.036)  0.165
H (0.562, -1.617, 0.191)  0.106
O (-1.492, 1.075, -0.647)  -0.402
H (-0.971, 1.742, -0.258)  -0.162
C (-2.459, 3.843, -2.396)  -0.169
C (-1.535, 3.010, -3.240)  -0.305
O (-0.389, 3.797, -3.232)  0.160
C (-0.527, 4.856, -2.494)  -0.556
O (0.354, 5.627, -2.242)  0.148
O (-1.816, 4.944, -2.004)  0.067
F (-1.905, 2.961, -4.581)  0.015
H (-2.427, 3.314, -1.391)  0.140
H (-3.513, 4.071, -3.008)  0.207
H (-1.413, 1.926, -2.959)  0.140
C (-3.704, -0.808, -1.932)  -0.078
C (-4.399, 0.618, -1.738)  -0.215
O (-5.864, 0.179, -1.649)  0.140
C (-5.934, -1.056, -2.087)  -0.654
O (-6.937, -1.498, -2.499)  0.180
O (-4.761, -1.670, -2.245)  0.072
F (-4.134, 1.361, -2.795)  0.085
H (-3.081, -0.982, -0.920)  0.150
H (-2.940, -0.879, -2.652)  0.071
H (-3.988, 1.178, -0.862)  0.151
C (3.012, -1.824, -0.084)  -0.038
O (2.380, -1.144, -1.196)  -0.189
C (2.867, -1.307, -2.461)  -0.209
C (1.907, -0.779, -3.506)  -0.432
O (1.000, -1.515, -3.599)  -0.073
C (-0.268, -0.835, -3.935)  -0.092
C (-1.315, -1.806, -4.545)  -0.143
O (-1.327, -2.890, -3.567)  -0.209
C (-2.208, -3.924, -3.929)  -0.103
H (4.118, -1.804, -0.103)  0.108
H (2.519, -2.771, -0.101)  0.052
H (2.684, -1.491, 0.948)  0.088
H (3.164, -2.172, -2.805)  0.073
H (3.857, -0.711, -2.552)  0.160
H (2.480, -0.749, -4.411)  0.131
H (1.503, 0.272, -3.238)  0.165
H (0.008, -0.003, -4.689)  0.168
H (-0.702, -0.439, -3.094)  0.054
H (-0.974, -2.093, -5.613)  0.155
H (-2.290, -1.318, -4.629)  0.119
H (-3.200, -3.717, -3.773)  0.063
H (-2.194, -4.651, -3.188)  0.047
H (-1.844, -4.514, -4.821)  0.127
C (0.009, 0.777, 2.537)  -0.167
O (0.131, -0.545, 2.465)  -0.173
C (1.100, -1.029, 3.342)  -0.155
C (1.178, -2.567, 3.335)  -0.404
O (1.257, -3.113, 2.274)  -0.106
C (0.782, -4.517, 2.131)  -0.044
C (1.170, -5.168, 0.766)  -0.158
O (0.769, -4.226, -0.250)  -0.259
C (0.591, -4.827, -1.510)  -0.101
H (-0.565, 1.211, 3.366)  0.077
H (-0.823, 1.073, 1.747)  0.120
H (0.872, 1.397, 2.662)  0.072
H (0.825, -0.625, 4.398)  0.163
H (2.097, -0.829, 2.932)  0.122
H (0.173, -3.015, 3.891)  0.178
H (1.931, -2.835, 3.912)  0.083
H (-0.221, -4.446, 2.346)  0.097
H (1.285, -5.086, 2.901)  0.127
H (0.772, -6.273, 0.696)  0.164
H (2.136, -5.493, 0.807)  0.080
H (-0.536, -5.377, -1.400)  0.160
H (1.427, -5.587, -1.844)  0.129
H (0.693, -3.981, -2.110)  0.037
C (-0.460, 1.726, 6.493)  -0.058
O (0.254, 2.374, 5.358)  -0.233
C (1.568, 2.622, 5.723)  -0.201
C (2.109, 3.383, 4.441)  -0.379
O (1.544, 4.449, 4.151)  -0.052
C (2.106, 5.143, 2.985)  -0.084
C (1.546, 4.614, 1.627)  -0.118
O (2.439, 3.511, 1.130)  -0.186
C (1.942, 3.171, -0.150)  -0.143
H (-1.440, 1.603, 6.219)  0.028
H (-0.126, 2.522, 7.432)  0.152
H (-0.097, 0.613, 6.683)  0.106
H (2.297, 1.777, 5.696)  0.131
H (1.619, 3.329, 6.641)  0.143
H (2.277, 2.700, 3.738)  0.071
H (3.097, 3.492, 4.599)  0.093
H (3.161, 5.403, 2.976)  0.131
H (1.536, 6.069, 3.129)  0.125
H (1.488, 5.443, 0.782)  0.164
H (0.603, 4.339, 1.721)  0.062
H (2.157, 2.196, -0.464)  0.046
H (2.368, 3.822, -1.065)  0.145
H (0.891, 2.983, -0.112)  0.056

***

*B*
# C24H53F2NO16

A cluster of 7 separate species, C24H53F2NO16 in total (the ωB97M-V functional and the def2-TZVPD basis, the Open Molecules 2025 dataset).

HOMO-LUMO gap = 6.673 eV
2S+1 = 1

Last column: Löwdin charge in e.
Geometry (Å):
N (39.286, 47.999, 47.858)  0.309
H (39.133, 48.714, 47.225)  0.083
H (40.038, 47.461, 47.330)  0.184
H (38.533, 47.426, 48.191)  0.139
H (39.657, 48.494, 48.730)  0.145
O (39.317, 50.965, 49.008)  -0.419
H (39.501, 51.417, 49.790)  -0.185
C (37.261, 51.858, 46.443)  0.017
C (37.879, 53.188, 47.035)  -0.284
O (36.772, 53.763, 47.653)  0.154
C (35.656, 53.169, 47.344)  -0.529
O (34.491, 53.396, 47.851)  0.053
O (35.841, 52.086, 46.616)  0.102
F (38.479, 53.912, 46.081)  0.080
H (37.509, 51.016, 46.939)  0.082
H (37.489, 51.711, 45.568)  0.044
H (38.600, 53.138, 47.926)  0.159
C (41.611, 52.634, 47.647)  -0.076
C (41.450, 51.419, 46.682)  -0.344
O (42.722, 51.143, 46.324)  0.148
C (43.549, 51.765, 47.082)  -0.532
O (44.776, 51.483, 46.942)  0.084
O (42.935, 52.540, 48.012)  0.068
F (40.559, 51.521, 45.682)  0.101
H (41.063, 52.758, 48.735)  0.153
H (41.613, 53.499, 47.149)  0.068
H (41.359, 50.492, 47.335)  0.160
C (45.356, 45.323, 53.514)  -0.097
O (45.133, 46.723, 53.885)  -0.197
C (43.844, 46.957, 54.501)  -0.208
C (43.781, 48.349, 55.114)  -0.387
O (43.712, 49.128, 54.139)  -0.143
C (43.309, 50.588, 54.376)  -0.057
C (43.578, 51.461, 53.122)  -0.124
O (42.620, 50.919, 52.101)  -0.236
C (42.205, 51.923, 51.203)  -0.130
H (44.315, 44.900, 53.260)  0.102
H (46.005, 44.696, 54.280)  0.113
H (46.057, 45.143, 52.761)  0.037
H (43.387, 46.126, 55.138)  0.125
H (43.053, 46.791, 53.601)  0.151
H (44.651, 48.459, 55.801)  0.136
H (42.861, 48.501, 55.767)  0.141
H (43.917, 50.682, 55.242)  0.098
H (42.063, 50.718, 54.546)  0.186
H (44.487, 51.399, 52.734)  0.073
H (43.146, 52.504, 53.408)  0.153
H (43.208, 52.463, 50.877)  0.137
H (41.767, 52.751, 51.715)  0.034
H (41.477, 51.334, 50.564)  0.098
C (33.786, 51.724, 53.676)  -0.087
O (35.100, 51.662, 53.227)  -0.176
C (35.320, 51.058, 52.028)  -0.177
C (36.889, 50.841, 51.820)  -0.407
O (37.360, 49.982, 52.452)  -0.049
C (38.768, 49.807, 52.475)  -0.073
C (39.270, 48.823, 53.615)  -0.200
O (38.636, 47.613, 53.566)  -0.211
C (38.956, 46.664, 54.563)  -0.115
H (33.931, 52.494, 54.420)  0.102
H (33.456, 50.767, 53.933)  0.074
H (33.272, 52.044, 52.804)  0.073
H (34.783, 51.780, 51.263)  0.161
H (34.991, 50.220, 51.661)  0.059
H (37.589, 51.636, 51.914)  0.116
H (36.771, 50.755, 50.756)  0.104
H (39.247, 50.784, 52.626)  0.132
H (38.965, 49.272, 51.535)  0.121
H (38.815, 49.034, 54.585)  0.126
H (40.311, 48.806, 53.491)  0.100
H (38.791, 47.167, 55.697)  0.144
H (40.052, 46.406, 54.562)  0.074
H (38.492, 45.675, 54.428)  0.079
C (45.548, 55.742, 45.817)  0.008
O (44.398, 54.842, 46.085)  -0.150
C (43.405, 54.831, 45.210)  -0.217
C (42.501, 56.044, 45.651)  -0.301
O (41.843, 55.884, 46.682)  -0.048
C (41.373, 56.960, 47.378)  -0.108
C (40.514, 56.281, 48.513)  -0.246
O (41.312, 55.596, 49.314)  -0.156
C (40.532, 54.939, 50.371)  -0.047
H (46.258, 55.400, 46.306)  -0.004
H (45.403, 56.781, 46.256)  0.110
H (45.641, 55.952, 44.750)  0.099
H (42.930, 53.860, 45.131)  0.110
H (43.729, 54.830, 44.107)  0.146
H (41.875, 56.323, 44.877)  0.120
H (43.139, 56.740, 45.649)  0.057
H (40.815, 57.326, 46.824)  0.013
H (42.071, 57.633, 47.748)  0.134
H (39.758, 55.763, 47.860)  0.141
H (40.067, 57.101, 49.143)  0.139
H (39.742, 55.663, 50.856)  0.127
H (41.263, 54.738, 51.141)  0.068
H (40.017, 54.077, 49.958)  0.065

***

Stability summary - winner: *A*; margin: 0.1698 hartree.